No. 1
Computed, not measured: a cluster of 3 separate species, C22H44BF2N3O6S in total, with wB97M-V/def2-TZVPD.

Highest occupied orbital energy (alpha / beta) ... -8.623 / -9.247 eV
<S²> ... 2.009
Orbital gap (alpha / beta) ... 0.2929 / 0.3158 Ha
LUMO (alpha / beta) ... -0.024 / -0.024 Ha

```
! wB97M-V def2-TZVPD RIJCOSX def2/J DEFGRID3
* xyz 0 3
C -4.612 -7.553 -3.145
C -4.590 -6.902 -4.619
B -4.177 -5.334 -4.681
O -4.759 -4.532 -5.755
N -3.212 -4.613 -3.770
C -2.020 -5.434 -3.401
C -1.218 -6.003 -4.685
O -0.998 -5.341 -5.723
F -0.692 -7.328 -4.601
S -3.969 -3.892 -2.417
O -3.106 -3.863 -1.180
O -5.369 -4.411 -2.155
F -4.190 -2.259 -2.838
H -5.540 -8.184 -2.915
H -4.450 -6.817 -2.286
H -3.717 -8.293 -3.099
H -5.680 -6.962 -5.015
H -3.970 -7.525 -5.374
H -4.674 -5.079 -6.568
H -2.228 -6.250 -2.611
H -1.271 -4.710 -2.886
C -1.379 -0.751 -1.935
C -1.235 -0.101 -0.532
C -2.594 0.470 -0.070
C -2.994 1.755 -0.794
C -1.878 2.790 -0.715
C -0.518 2.246 -1.203
N -0.159 0.940 -0.571
O 0.224 1.192 0.712
C -0.548 2.103 -2.744
C 0.565 3.332 -0.962
C -0.879 -1.291 0.399
H -1.526 -1.833 -1.875
H -2.234 -0.362 -2.494
H -0.479 -0.615 -2.541
H -2.565 0.681 1.006
H -3.385 -0.277 -0.210
H -3.251 1.546 -1.835
H -3.902 2.162 -0.333
H -2.165 3.669 -1.302
H -1.793 3.135 0.322
H 0.376 1.644 -3.112
H -0.636 3.081 -3.225
H -1.389 1.518 -3.112
H 0.630 3.639 0.085
H 0.341 4.238 -1.535
H 1.552 2.980 -1.278
H 0.079 -1.739 0.118
H -1.643 -2.073 0.331
H -0.831 -1.006 1.453
C 5.239 3.256 5.226
C 4.778 3.845 3.865
C 3.581 4.799 4.078
C 2.270 4.075 4.384
C 1.979 3.014 3.329
C 3.153 2.031 3.126
N 4.460 2.729 2.919
O 4.462 3.240 1.656
C 3.242 1.082 4.344
C 2.803 1.080 1.951
C 5.987 4.697 3.394
H 6.082 3.810 5.650
H 4.452 3.279 5.984
H 5.590 2.225 5.125
H 3.429 5.414 3.182
H 3.798 5.501 4.893
H 2.301 3.628 5.380
H 1.451 4.804 4.402
H 1.075 2.466 3.614
H 1.742 3.515 2.383
H 4.115 0.425 4.265
H 2.359 0.439 4.404
H 3.292 1.601 5.300
H 2.588 1.615 1.024
H 1.910 0.492 2.180
H 3.619 0.375 1.760
H 6.869 4.071 3.228
H 6.249 5.443 4.153
H 5.783 5.256 2.479
*
```



No. 2
Computed, not measured: a structure of composition C18H42N7O9Y, with wB97M-V/def2-TZVPD.

Highest occupied orbital energy ... -12.833 eV
Orbital gap ... 0.1957 Ha
Energy above the lowest of the compared OMol25 structures with the same formula, charge and spin ... 5.0936 eV
LUMO ... -0.276 Ha

```
! wB97M-V def2-TZVPD RIJCOSX def2/J DEFGRID3
* xyz 2 1
Y 0.272 -1.048 3.017
N -0.456 -0.098 -0.347
O 0.093 -0.331 0.766
O -0.391 -0.964 -1.231
O -0.965 1.007 -0.557
C -3.197 -3.859 2.253
C -2.229 -3.114 1.380
O -1.383 -2.357 1.943
N -2.286 -3.125 0.059
C -3.288 -3.845 -0.725
H -2.648 -4.487 2.952
H -3.861 -4.536 1.718
H -3.818 -3.103 2.732
H -1.670 -2.521 -0.462
H -3.208 -4.931 -0.772
H -3.229 -3.493 -1.753
H -4.261 -3.586 -0.309
C 4.716 -1.038 1.831
C 3.588 -0.047 1.629
O 2.474 -0.270 2.124
N 3.845 1.008 0.868
C 2.831 1.871 0.239
H 4.329 -2.046 1.718
H 5.047 -0.842 2.857
H 5.612 -0.907 1.229
H 4.770 1.171 0.505
H 2.330 2.458 1.004
H 2.176 1.229 -0.351
H 3.318 2.507 -0.495
C 1.025 0.632 -4.030
C 0.857 2.148 -3.830
O 1.215 2.928 -4.694
N 0.230 2.535 -2.710
C 0.047 3.939 -2.413
H 0.115 0.117 -4.332
H 1.329 0.224 -3.060
H 1.809 0.457 -4.760
H -0.154 1.890 -2.033
H -0.623 4.073 -1.563
H -0.499 4.411 -3.234
H 0.987 4.477 -2.294
C -0.704 3.429 2.296
C 0.224 2.580 3.109
O 0.298 1.335 2.937
N 1.042 3.163 3.985
C 1.147 4.608 4.212
H -1.516 3.870 2.876
H -1.163 2.829 1.513
H -0.165 4.260 1.841
H 1.762 2.571 4.369
H 2.092 4.960 3.797
H 1.218 4.703 5.297
H 0.305 5.190 3.865
C -3.336 -0.442 -2.710
C -3.953 0.941 -2.640
O -4.749 1.265 -3.497
N -3.610 1.719 -1.591
C -4.092 3.086 -1.504
H -4.018 -1.140 -3.187
H -3.245 -0.809 -1.678
H -2.354 -0.495 -3.174
H -2.749 1.503 -1.102
H -3.701 3.656 -2.358
H -3.665 3.604 -0.647
H -5.164 3.221 -1.607
C 2.698 -4.662 1.274
C 1.794 -3.483 0.961
O 1.283 -2.822 1.890
N 1.622 -3.168 -0.315
C 2.004 -4.025 -1.436
H 2.798 -4.773 2.353
H 3.676 -4.642 0.806
H 2.125 -5.559 1.018
H 1.082 -2.341 -0.548
H 3.059 -4.277 -1.464
H 1.729 -3.470 -2.333
H 1.377 -4.917 -1.477
*
```



No. 3
Computed, not measured: a structure of composition C5H9ClI2O2PTb, with wB97M-V/def2-TZVPD.

Highest occupied orbital energy (alpha / beta) ... -15.145 / -15.146 eV
<S²> ... 12.631
Orbital gap (alpha / beta) ... 0.1521 / 0.2234 Ha
Energy above the lowest of the compared OMol25 structures with the same formula, charge and spin ... 0.5269 eV
LUMO (alpha / beta) ... -0.404 / -0.333 Ha

```
! wB97M-V def2-TZVPD RIJCOSX def2/J DEFGRID3
* xyz 2 7
I 0.286 4.774 2.284
I 0.383 3.304 4.379
Tb -1.616 0.934 0.455
P 0.505 -0.702 -0.527
C 2.227 -1.092 -0.869
C -0.273 -2.263 -0.017
H -1.380 -0.374 -2.181
H 0.013 -1.463 -2.683
H 0.173 0.342 -2.730
C -0.274 -0.514 -2.190
H -1.364 -2.236 0.124
H 0.004 -2.982 -0.797
H 2.365 -1.959 -1.566
H 2.649 -1.300 0.139
H 0.157 -2.569 0.944
H 2.670 -0.160 -1.279
C 1.050 1.339 1.045
O 2.129 1.613 1.352
Cl -3.692 -0.249 -0.209
O -3.250 3.163 2.512
C -2.763 2.394 1.813
*
```



No. 4
Computed, not measured: a cluster of 2 separate species, C4H10ClPS2 in total, with wB97M-V/def2-TZVPD.

Highest occupied orbital energy ... -8.628 eV
SMILES ... CP(S)Cl.CCC=S
Orbital gap ... 0.3084 Ha
Energy above the lowest of the compared OMol25 structures with the same formula, charge and spin ... 0.7175 eV
LUMO ... -0.009 Ha

```
! wB97M-V def2-TZVPD RIJCOSX def2/J DEFGRID3
* xyz 0 1
C 0.530 2.312 -1.924
P 0.583 3.120 -0.312
S -0.345 1.528 0.727
Cl -0.823 4.610 -0.533
H 0.999 3.041 -2.602
H 0.968 1.304 -2.222
H -0.517 2.400 -2.196
H 0.346 1.421 1.845
C -0.990 -1.744 1.592
C -0.028 -2.518 0.674
C 0.700 -1.661 -0.194
S 1.829 -2.183 -1.274
H -1.958 -2.254 1.405
H -0.760 -1.706 2.682
H -1.088 -0.720 1.251
H -0.612 -3.169 -0.001
H 0.601 -3.108 1.300
H 0.564 -0.670 -0.219
*
```



No. 5
Computed, not measured: a cluster of 6 separate species, C24H31F16N2O12S2 in total, with wB97M-V/def2-TZVPD.

Highest occupied orbital energy ... -12.305 eV
Orbital gap ... 0.2192 Ha
LUMO ... -0.233 Ha

```
! wB97M-V def2-TZVPD RIJCOSX def2/J DEFGRID3
* xyz 1 1
O 1.059 2.636 2.195
S 1.411 1.416 1.024
F 3.117 1.471 0.847
C 0.500 1.953 -0.522
C 1.421 1.743 -1.863
S 0.902 3.024 -3.181
C 2.398 4.142 -3.327
N 2.604 5.620 -3.085
N 3.984 5.764 -3.358
C 4.634 4.455 -3.752
O 3.610 3.399 -3.729
H 1.843 3.266 2.244
H -0.481 1.315 -0.663
H 0.282 3.112 -0.405
H 1.377 0.658 -2.317
H 2.565 1.939 -1.611
H 5.734 4.170 -4.037
C 3.372 -0.491 3.032
C 4.309 -1.374 3.834
O 3.626 -2.548 4.300
C 3.465 -3.555 3.383
O 3.861 -3.492 2.221
C 2.768 -4.756 4.019
F 1.676 -4.402 4.755
F 3.592 -5.437 4.865
F 2.328 -5.664 3.103
H 2.478 -0.249 3.615
H 3.869 0.439 2.741
H 3.030 -0.997 2.124
H 4.650 -0.831 4.723
H 5.203 -1.645 3.260
C -3.096 -0.724 -6.406
C -2.162 -1.646 -5.644
O -1.508 -0.938 -4.579
C -2.246 -0.746 -3.440
O -3.404 -1.135 -3.301
C -1.420 -0.025 -2.377
F -0.748 1.053 -2.874
F -0.476 -0.839 -1.823
F -2.173 0.443 -1.342
H -2.557 0.160 -6.763
H -3.537 -1.241 -7.263
H -3.907 -0.363 -5.767
H -1.376 -2.006 -6.316
H -2.687 -2.528 -5.260
C -0.986 -3.808 3.618
C -0.647 -3.973 2.148
O -1.835 -4.218 1.378
C -2.595 -3.118 1.078
O -2.316 -1.975 1.433
C -3.797 -3.512 0.221
F -4.450 -4.609 0.701
F -3.436 -3.814 -1.059
F -4.734 -2.526 0.130
H -1.548 -4.674 3.983
H -0.077 -3.697 4.215
H -1.616 -2.929 3.784
H 0.001 -4.847 2.020
H -0.102 -3.107 1.757
C 3.170 9.148 -2.120
C 3.564 9.591 -3.518
O 3.189 10.960 -3.740
C 4.022 11.908 -3.206
O 5.036 11.644 -2.563
C 3.534 13.312 -3.554
F 2.194 13.471 -3.347
F 3.755 13.621 -4.864
F 4.146 14.287 -2.825
H 2.103 9.320 -1.949
H 3.386 8.086 -1.976
H 3.710 9.716 -1.357
H 3.024 8.989 -4.257
H 4.634 9.446 -3.704
C -5.363 -7.682 1.940
C -5.258 -6.623 3.022
O -5.820 -7.100 4.255
C -5.025 -7.935 4.996
O -3.896 -8.284 4.659
C -5.722 -8.328 6.297
F -7.019 -8.708 6.105
F -5.757 -7.299 7.191
F -5.115 -9.368 6.935
H -6.400 -8.013 1.825
H -5.005 -7.294 0.982
H -4.775 -8.569 2.194
H -5.839 -5.743 2.727
H -4.223 -6.293 3.168
*
```



No. 6
Computed, not measured: an isolated molecule of C14H21BrN2O3S, with wB97M-V/def2-TZVPD.

Highest occupied orbital energy ... -8.536 eV
SMILES ... CCOc1ccc(Br)cc1S(=O)(=O)N1CCCN(C)CC1
Orbital gap ... 0.3372 Ha
Energy above the lowest of the compared OMol25 structures with the same formula, charge and spin ... 0.0382 eV
LUMO ... 0.024 Ha

```
! wB97M-V def2-TZVPD RIJCOSX def2/J DEFGRID3
* xyz 0 1
C -1.915 -3.891 1.464
C -2.760 -2.638 1.250
O -1.986 -1.449 1.237
C -1.431 -1.003 0.096
C -1.355 -1.723 -1.099
C -0.740 -1.182 -2.212
C -0.210 0.094 -2.152
Br 0.651 0.829 -3.674
C -0.295 0.836 -0.988
C -0.884 0.283 0.126
S -0.948 1.317 1.602
O -0.720 2.663 1.161
O -2.149 1.035 2.328
N 0.335 0.905 2.551
C 0.290 -0.297 3.338
C 0.941 -1.523 2.688
C 2.310 -1.233 2.067
N 2.150 -0.393 0.889
C 2.875 -0.867 -0.268
C 2.408 1.010 1.139
C 1.600 1.553 2.331
H -1.188 -4.020 0.665
H -2.562 -4.763 1.492
H -1.380 -3.820 2.407
H -3.357 -2.717 0.335
H -3.440 -2.504 2.096
H -1.770 -2.715 -1.174
H -0.677 -1.754 -3.126
H 0.067 1.850 -0.924
H -0.768 -0.492 3.519
H 0.779 -0.089 4.297
H 0.297 -1.897 1.895
H 1.042 -2.301 3.448
H 2.759 -2.185 1.769
H 2.978 -0.774 2.808
H 2.559 -1.884 -0.498
H 2.638 -0.235 -1.122
H 3.967 -0.857 -0.128
H 2.129 1.555 0.235
H 3.481 1.204 1.330
H 1.386 2.609 2.159
H 2.176 1.464 3.257
*
```



No. 7
Computed, not measured: an isolated molecule of C4H9NO2, with wB97M-V/def2-TZVPD.

Highest occupied orbital energy ... -9.797 eV
SMILES ... C[C@@H](O)CC(N)=O
Orbital gap ... 0.3873 Ha
Energy above the lowest of the compared OMol25 structures with the same formula, charge and spin ... 0.5455 eV
LUMO ... 0.027 Ha

```
! wB97M-V def2-TZVPD RIJCOSX def2/J DEFGRID3
* xyz 0 1
C 0.665 1.767 0.938
C 0.633 0.592 -0.030
O 1.882 -0.092 -0.059
C -0.426 -0.454 0.366
C -1.608 -0.550 -0.586
N -1.270 -0.786 -1.891
O -2.764 -0.420 -0.228
H 0.925 1.419 1.943
H -0.312 2.262 0.979
H 1.406 2.514 0.626
H 0.405 0.974 -1.037
H 2.573 0.562 -0.229
H 0.076 -1.428 0.398
H -0.834 -0.255 1.360
H -2.021 -0.976 -2.537
H -0.337 -1.072 -2.146
*
```



No. 8
Computed, not measured: an isolated molecule of C6H10O, with wB97M-V/def2-TZVPD.

Highest occupied orbital energy ... -7.362 eV
Orbital gap ... 0.3008 Ha
Energy above the lowest of the compared OMol25 structures with the same formula, charge and spin ... 4.3543 eV
LUMO ... 0.030 Ha

```
! wB97M-V def2-TZVPD RIJCOSX def2/J DEFGRID3
* xyz 0 1
C -1.259 -0.323 0.313
C -0.241 -1.166 -0.432
O 1.093 -0.615 -0.271
C 1.963 -0.830 1.108
C 1.199 0.742 -0.589
C 0.145 1.546 -0.605
C -1.243 1.116 -0.216
H -1.011 -0.347 1.379
H -2.251 -0.775 0.200
H -0.163 -2.185 -0.051
H -0.437 -1.185 -1.510
H 1.143 -0.652 1.834
H 2.061 -1.928 1.036
H 2.230 1.002 -0.780
H 0.312 2.579 -0.894
H -1.918 1.221 -1.076
H -1.624 1.798 0.554
*
```



no.,F_max (eV/A),DFT total energy (hartree)
1,6.01,-2102.9735
2,5.70,-1809.4318
3,7.93,-2567.0967
4,5.27,-1756.2913
5,8.28,-4339.2358
6,1.10,-3853.4677
7,0.37,-363.0655
8,0.43,-309.6824